No. 1
Density functional theory data (the ωB97M-V functional and the def2-TZVPD basis) for a 2-piece molecular cluster, C2H7N3O overall at a distorted geometry.

Last column: Mulliken charge in e.
Geometry (Å):
1 N -2.33 -0.04 0.79  -0.2488
2 C -1.41 -1.01 0.85  0.2529
3 N -0.20 -0.91 1.31  -0.4838
4 H -3.24 -0.37 0.52  0.2904
5 H -2.18 0.96 0.67  0.2870
6 H -1.75 -2.01 0.57  0.3735
7 H -0.01 -0.07 1.86  0.2581
8 C 1.52 0.80 -1.20  0.1425
9 N 1.57 -0.53 -1.02  -0.2393
10 O 0.81 1.55 -0.57  -0.4713
11 H 2.18 1.14 -2.02  0.3441
12 H 1.07 -0.89 -0.22  0.2476
13 H 2.32 -1.05 -1.45  0.2470

Highest occupied orbital energy (alpha / beta) = -14.793 / -13.813 eV
Charge = +1
<S²> = 0.768
M = 89.10 g/mol
E_tot = -319.5812 hartree
Frontier orbital gap (alpha / beta) = 10.6 / 4.8 eV
Relative energy (zero: lowest compared OMol25 entry of this formula, charge and spin) = 0.6099 eV
Spin multiplicity = 2

=====

No. 2
Density functional theory data (the ωB97M-V functional and the def2-TZVPD basis) for C2H3NOS in the gas phase at a distorted geometry.

Last column: Mulliken charge in e.
Geometry (Å):
1 C 0.27 -1.25 -0.84  -0.2058
2 C -0.44 1.20 0.97  0.1082
3 H -0.52 -1.30 -0.15  0.3088
4 H 0.48 -2.11 -1.45  0.2592
5 H -0.50 2.17 1.50  0.2955
6 N 1.02 -0.23 -1.03  -0.3612
7 O -1.19 0.28 1.21  -0.4542
8 S 0.88 1.24 -0.21  0.0495

Highest occupied orbital energy = -9.726 eV
SMILES string = C=NSC=O
Charge = 0
M = 89.12 g/mol
E_tot = -606.1422 hartree
Frontier orbital gap = 10.1 eV
Relative energy (zero: lowest compared OMol25 entry of this formula, charge and spin) = 1.2298 eV

=====

No. 3
Density functional theory data (the ωB97M-V functional and the def2-TZVPD basis) for C9H6Cl3NO in the gas phase at a distorted geometry.

Last column: Mulliken charge in e.
Geometry (Å):
1 C -0.11 0.66 -2.40  -0.0430
2 C 0.90 -2.17 1.57  -0.2418
3 C 1.72 -1.71 0.58  -0.6639
4 C -0.32 -1.63 1.84  -0.9469
5 C 1.27 -0.64 -0.17  -0.3587
6 C -0.79 -0.60 1.00  -0.2055
7 C -0.06 -0.21 -0.07  0.7143
8 C -0.67 0.89 -1.03  0.7370
9 C -0.31 2.31 -0.61  0.4908
10 N 0.11 0.48 -3.50  -0.4608
11 O -2.06 0.87 -1.00  -0.5064
12 Cl -0.67 3.48 -1.87  -0.1231
13 Cl 1.39 2.40 -0.31  -0.0973
14 Cl -1.18 2.83 0.86  -0.1250
15 H 1.42 -2.85 2.21  0.3466
16 H 2.59 -2.32 0.30  0.3471
17 H -0.93 -1.74 2.78  0.3031
18 H 1.89 -0.36 -1.04  0.2926
19 H -1.79 -0.06 1.17  0.1735
20 H -2.41 0.33 -0.32  0.3673

Highest occupied orbital energy = -10.010 eV
SMILES string = N#C[C@@](O)(c1ccccc1)C(Cl)(Cl)Cl
Charge = 0
M = 250.51 g/mol
E_tot = -1857.0703 hartree
Frontier orbital gap = 10.3 eV

=====

No. 4
Density functional theory data (the ωB97M-V functional and the def2-TZVPD basis) for a 8-piece molecular cluster, C62H69BrF15N3O2PS overall at a distorted geometry.

Last column: Mulliken charge in e.
Geometry (Å):
1 C 5.18 -4.26 3.10  -0.8139
2 O 5.46 -3.92 1.75  -0.1492
3 C 5.94 -5.00 0.95  -0.8883
4 C 5.81 -4.60 -0.51  -0.8203
5 C 4.39 -4.88 -1.03  -0.0252
6 C 3.92 -3.93 -2.14  -1.4809
7 C 2.38 -3.76 -2.19  -1.1052
8 C 1.74 -2.51 -1.54  -0.4069
9 N 2.57 -1.33 -1.21  0.2289
10 Br 3.86 -1.59 0.20  0.0603
11 C 1.56 -0.55 -0.60  -0.4134
12 N 1.41 0.72 -0.91  0.2940
13 N 0.80 -1.26 0.22  1.7276
14 C -0.30 -0.63 0.99  -1.8653
15 C 0.09 -0.17 2.40  1.0673
16 C 1.45 0.54 2.49  -1.3714
17 C -1.04 0.78 2.83  -1.6609
18 C 0.65 -2.63 -0.39  0.8301
19 C -0.72 -2.85 -1.03  -0.3332
20 C -1.25 -4.28 -1.07  -0.9903
21 O -2.54 -4.15 -1.65  -0.3681
22 C -3.37 -5.28 -1.53  -1.0168
23 C -4.51 -5.02 -0.57  0.9840
24 F -5.31 -6.12 -0.56  -0.3446
25 F -5.25 -3.99 -1.02  -0.2896
26 C -4.11 -4.73 0.89  0.5696
27 F -3.43 -3.57 0.92  -0.1810
28 F -3.29 -5.73 1.29  -0.3575
29 C -5.28 -4.65 1.92  0.5615
30 F -4.80 -3.99 2.99  -0.3006
31 F -6.29 -3.95 1.41  -0.3153
32 C -5.79 -6.03 2.41  0.1615
33 F -7.01 -5.85 2.93  -0.2399
34 F -4.98 -6.48 3.38  -0.2781
35 P 1.04 -3.86 0.95  0.2017
36 S -0.20 -3.91 2.45  -0.2987
37 H 4.09 -4.31 3.26  0.2254
38 H 5.61 -5.23 3.37  0.3894
39 H 5.58 -3.49 3.75  0.2608
40 H 6.98 -5.22 1.22  0.4446
41 H 5.34 -5.89 1.16  0.4820
42 H 6.01 -3.54 -0.58  0.2847
43 H 6.53 -5.18 -1.09  0.4631
44 H 3.70 -4.85 -0.19  -0.0292
45 H 4.36 -5.90 -1.42  0.4419
46 H 4.43 -2.98 -2.08  0.4564
47 H 4.20 -4.36 -3.10  0.5216
48 H 2.08 -3.77 -3.23  0.5989
49 H 1.93 -4.64 -1.73  0.5459
50 H 1.11 -2.09 -2.34  -0.0512
51 H 0.49 1.14 -0.85  0.1058
52 H 2.19 1.32 -1.15  0.1733
53 H -0.70 0.22 0.45  0.3377
54 H -1.11 -1.35 1.10  0.5192
55 H 0.10 -1.04 3.06  0.2524
56 H 1.63 1.20 1.63  0.0481
57 H 2.27 -0.16 2.63  0.2816
58 H 1.45 1.19 3.37  0.5191
59 H -0.78 1.80 2.54  0.3771
60 H -1.97 0.52 2.31  0.3959
61 H -1.23 0.73 3.90  0.4401
62 H -1.50 -2.28 -0.52  -0.0644
63 H -0.72 -2.49 -2.06  0.3678
64 H -0.64 -4.92 -1.73  0.3859
65 H -1.33 -4.71 -0.07  0.3672
66 H -3.83 -5.48 -2.50  0.4629
67 H -2.82 -6.18 -1.24  0.4021
68 H -5.85 -6.77 1.61  0.3012
69 H 2.35 -3.58 1.33  -0.0692
70 H 1.12 -5.07 0.25  0.1931
71 F 3.30 2.38 4.22  -0.2651
72 C 3.01 3.31 5.16  0.5232
73 C 2.28 2.93 6.27  -0.4518
74 C 1.99 3.89 7.23  -0.3465
75 C 2.42 5.20 7.06  -0.5742
76 C 3.15 5.56 5.93  -0.3165
77 C 3.46 4.61 4.97  -0.5743
78 H 1.96 1.91 6.38  0.4478
79 H 1.43 3.62 8.11  0.3633
80 H 2.19 5.95 7.81  0.3791
81 H 3.49 6.58 5.80  0.3704
82 H 4.03 4.85 4.09  0.4434
83 F 0.35 -0.81 -4.13  -0.2402
84 C 1.37 -0.13 -4.74  0.4100
85 C 1.06 0.84 -5.67  -0.6963
86 C 2.11 1.54 -6.24  -0.4898
87 C 3.42 1.26 -5.90  -0.6958
88 C 3.70 0.26 -4.98  -0.7105
89 C 2.66 -0.44 -4.38  0.1237
90 H 0.03 1.04 -5.92  0.4931
91 H 1.89 2.33 -6.96  0.3944
92 H 4.23 1.83 -6.34  0.4463
93 H 4.72 0.04 -4.71  0.5465
94 H 2.87 -1.20 -3.64  0.2947
95 F -12.78 -6.76 6.79  -0.3151
96 C -11.54 -6.50 6.32  0.3261
97 C -11.39 -5.58 5.30  -0.4352
98 C -10.12 -5.32 4.83  -0.3566
99 C -9.02 -5.97 5.36  -0.4049
100 C -9.20 -6.90 6.38  -0.3835
101 C -10.46 -7.17 6.88  -0.4102
102 H -12.27 -5.09 4.90  0.4090
103 H -9.98 -4.59 4.04  0.3596
104 H -8.03 -5.76 4.99  0.4292
105 H -8.34 -7.41 6.80  0.3568
106 H -10.63 -7.88 7.67  0.4175
107 F 5.93 2.15 -4.25  -0.3586
108 C 5.57 2.73 -3.08  0.3706
109 C 4.97 1.93 -2.12  -0.2247
110 C 4.60 2.52 -0.92  -0.4621
111 C 4.82 3.87 -0.70  -1.1412
112 C 5.41 4.64 -1.68  0.0141
113 C 5.80 4.07 -2.89  -0.6094
114 H 4.81 0.88 -2.32  0.3327
115 H 4.15 1.90 -0.14  0.7447
116 H 4.53 4.32 0.24  0.5158
117 H 5.59 5.70 -1.51  0.3627
118 H 6.28 4.66 -3.66  0.4615
119 F -1.83 2.04 -0.07  -0.2866
120 C -1.88 3.39 0.12  0.7323
121 C -0.70 4.10 0.15  -0.1722
122 C -0.76 5.47 0.34  -0.5797
123 C -1.99 6.10 0.50  -0.6594
124 C -3.16 5.35 0.47  -0.4164
125 C -3.11 3.98 0.28  -0.9379
126 H 0.25 3.59 0.03  0.4312
127 H 0.15 6.05 0.36  0.4150
128 H -2.03 7.17 0.65  0.3970
129 H -4.12 5.83 0.59  0.4526
130 H -4.01 3.38 0.24  0.5268
131 F 6.95 7.20 -3.00  -0.3659
132 C 5.89 7.92 -3.44  0.3074
133 C 5.31 8.84 -2.59  -0.3486
134 C 4.22 9.57 -3.05  -0.3875
135 C 3.73 9.37 -4.33  -0.5104
136 C 4.34 8.44 -5.17  -0.3850
137 C 5.43 7.70 -4.72  -0.3029
138 H 5.70 8.98 -1.59  0.4462
139 H 3.76 10.30 -2.40  0.3691
140 H 2.89 9.95 -4.68  0.3942
141 H 3.96 8.28 -6.17  0.3579
142 H 5.92 6.98 -5.36  0.4372
143 F -5.83 4.02 -1.08  -0.3551
144 C -5.60 3.63 -2.36  0.4980
145 C -6.00 2.37 -2.75  -0.5432
146 C -5.77 1.99 -4.06  -0.3282
147 C -5.14 2.85 -4.95  -0.6072
148 C -4.75 4.12 -4.52  -0.3471
149 C -4.99 4.52 -3.21  -0.3612
150 H -6.48 1.71 -2.04  0.4426
151 H -6.08 1.00 -4.39  0.3889
152 H -4.97 2.55 -5.97  0.4060
153 H -4.27 4.80 -5.21  0.3779
154 H -4.70 5.50 -2.86  0.4372

Highest occupied orbital energy = -10.121 eV
Charge = +1
M = 1316.17 g/mol
E_tot = -7529.9335 hartree
Frontier orbital gap = 6.7 eV

=====

No. 5
Density functional theory data (the ωB97M-V functional and the def2-TZVPD basis) for a 9-piece molecular cluster, C36H51N3O18 overall at a distorted geometry.

Last column: Mulliken charge in e.
Geometry (Å):
1 C 1.85 -3.53 -3.24  -0.8719
2 C 3.24 -3.13 -3.62  0.1539
3 C 3.39 -1.73 -4.23  -0.0769
4 O 4.66 -1.31 -3.70  -0.3968
5 C 4.90 -2.00 -2.56  0.5414
6 O 5.76 -1.75 -1.79  -0.5292
7 O 3.98 -2.98 -2.41  -0.2513
8 H 1.32 -2.75 -2.70  0.0659
9 H 1.93 -4.35 -2.51  0.1266
10 H 1.25 -4.01 -4.01  0.5477
11 H 3.75 -3.78 -4.33  0.3258
12 H 2.61 -1.02 -3.94  -0.0012
13 H 3.44 -1.74 -5.32  0.3147
14 C 0.11 4.27 -3.09  -1.2195
15 C -0.64 5.30 -2.31  0.8719
16 C -0.62 6.75 -2.87  -0.4104
17 O -1.97 7.16 -2.85  -0.3467
18 C -2.77 6.11 -2.54  0.5524
19 O -3.95 6.18 -2.45  -0.5507
20 O -2.05 4.99 -2.38  -0.1926
21 H 1.17 4.52 -3.03  0.4604
22 H -0.15 4.27 -4.15  0.5331
23 H -0.11 3.27 -2.70  -0.1955
24 H -0.30 5.36 -1.28  -0.0828
25 H -0.13 6.76 -3.85  0.2681
26 H -0.01 7.39 -2.24  0.3369
27 C -3.61 0.36 7.41  -1.5474
28 C -3.04 -0.05 6.07  1.1126
29 C -1.66 -0.75 6.06  -0.4085
30 O -1.84 -1.82 5.16  -0.3262
31 C -3.13 -1.92 4.77  0.6150
32 O -3.55 -2.72 4.01  -0.5438
33 O -3.89 -1.04 5.46  -0.3773
34 H -4.23 -0.42 7.86  0.3674
35 H -4.22 1.26 7.31  0.3505
36 H -2.83 0.64 8.11  0.3772
37 H -2.96 0.82 5.42  -0.0938
38 H -1.40 -1.11 7.06  0.3150
39 H -0.89 -0.05 5.74  0.2847
40 C -1.22 -5.88 0.58  -1.6207
41 C -0.84 -4.73 -0.33  2.2610
42 C -1.18 -4.88 -1.82  -0.4074
43 O -1.93 -3.69 -2.12  -0.3722
44 C -2.05 -2.92 -1.02  0.5343
45 O -2.57 -1.85 -1.00  -0.5148
46 O -1.55 -3.54 0.06  -0.3322
47 H -1.89 -6.63 0.15  0.4048
48 H -1.59 -5.52 1.53  0.3776
49 H -0.31 -6.45 0.82  0.3766
50 H 0.21 -4.49 -0.16  -1.1404
51 H -1.90 -5.69 -1.96  0.3544
52 H -0.32 -4.98 -2.46  0.1306
53 C -0.27 -0.56 2.08  -0.8530
54 C 0.81 0.02 1.20  0.4564
55 C 0.51 -0.24 -0.30  1.2592
56 O 0.73 1.02 -0.92  -0.3647
57 C 0.86 1.97 0.02  0.2596
58 O 0.94 3.14 -0.20  -0.3667
59 O 0.82 1.44 1.26  -0.3185
60 H -0.22 -0.14 3.09  0.1509
61 H -0.09 -1.62 2.24  0.1504
62 H -1.26 -0.35 1.66  0.2301
63 H 1.76 -0.47 1.45  0.2901
64 H -0.54 -0.53 -0.36  -0.1104
65 H 1.09 -1.07 -0.70  -0.8244
66 C -4.18 2.57 -0.58  -1.3458
67 C -2.79 2.46 0.02  1.7907
68 C -2.35 3.78 0.70  -0.0042
69 O -2.64 3.54 2.08  -0.4171
70 C -2.75 2.22 2.29  0.4605
71 O -2.82 1.71 3.37  -0.6139
72 O -2.79 1.55 1.13  -0.2865
73 H -4.30 3.48 -1.18  0.2877
74 H -4.93 2.56 0.22  0.3905
75 H -4.40 1.75 -1.26  0.3314
76 H -2.04 2.13 -0.70  -0.9823
77 H -2.90 4.64 0.33  0.2793
78 H -1.27 3.88 0.60  0.0008
79 N 2.64 -5.03 2.40  0.0350
80 C 3.06 -5.64 1.25  -1.0182
81 C 2.93 -4.75 0.22  -0.5624
82 C 2.35 -3.57 0.76  0.6114
83 C 2.22 -3.75 2.11  -1.0248
84 H 2.73 -5.43 3.32  0.1982
85 H 3.42 -6.65 1.26  0.4171
86 H 3.25 -4.90 -0.80  0.4559
87 H 2.15 -2.65 0.23  0.2846
88 H 1.90 -3.11 2.92  0.5571
89 N 2.75 3.77 2.33  0.0572
90 C 3.87 3.19 2.89  -0.4609
91 C 4.96 3.84 2.36  -0.4714
92 C 4.48 4.83 1.47  -0.6236
93 C 3.10 4.77 1.49  -0.3091
94 H 1.81 3.48 2.53  0.2307
95 H 3.71 2.39 3.59  0.3938
96 H 5.97 3.57 2.61  0.4169
97 H 5.06 5.49 0.86  0.4183
98 H 2.31 5.27 0.95  0.3456
99 N -1.58 -0.82 -4.07  0.0660
100 C -0.83 -1.44 -5.04  -0.8102
101 C 0.22 -0.62 -5.34  -0.8671
102 C 0.14 0.51 -4.47  -0.0989
103 C -0.98 0.35 -3.71  -0.7450
104 H -2.40 -1.24 -3.67  0.2937
105 H -1.07 -2.44 -5.34  0.4685
106 H 1.08 -0.80 -5.97  0.5852
107 H 0.87 1.29 -4.36  0.6323
108 H -1.36 1.00 -2.94  0.5237

Highest occupied orbital energy = -8.008 eV
SMILES string = C[C@H]1COC(=O)O1.C[C@H]1COC(=O)O1.C[C@H]1COC(=O)O1.C[C@H]1COC(=O)O1.C[C@H]1COC(=O)O1.C[C@H]1COC(=O)O1.c1cc[nH]c1.c1cc[nH]c1.c1cc[nH]c1
Charge = 0
M = 813.81 g/mol
E_tot = -2921.0457 hartree
Frontier orbital gap = 8.3 eV

=====

No. 6
Density functional theory data (the ωB97M-V functional and the def2-TZVPD basis) for a 2-piece molecular cluster, C2H2F2OS overall at a distorted geometry.

Last column: Mulliken charge in e.
Geometry (Å):
1 C -1.96 1.24 0.08  0.6702
2 C -1.75 -0.01 0.32  0.0945
3 O -1.83 2.42 0.09  -0.3495
4 F -1.80 -0.46 1.58  -0.2024
5 F -1.59 -1.09 -0.46  -0.2115
6 S 3.38 -0.21 -0.45  -0.2592
7 H 3.50 -1.30 -1.05  0.1238
8 H 2.05 -0.59 -0.11  0.1341

Highest occupied orbital energy = -9.661 eV
SMILES string = O=C=C(F)F.S
Charge = 0
M = 112.10 g/mol
E_tot = -750.4560 hartree
Frontier orbital gap = 8.8 eV
Relative energy (zero: lowest compared OMol25 entry of this formula, charge and spin) = 2.7123 eV

=====

- charge of number 3 (C9H6Cl3NO)?
  0